No. 1
This record from OMol25 describes an isolated molecule of C4H11N3. The level of theory is ωB97M-V/def2-TZVPD.

The geometry in XYZ format:
```
18
Properties=species:S:1:pos:R:3:forces:R:3
C 0.325193 0.586249 0.404282 -0.2 -1.3 -0.5
C -1.154943 0.525512 0.844627 0.6 0.3 0.0
C -0.023003 -0.870552 -1.816686 -0.2 -0.3 0.3
C 0.664186 -0.705427 -0.484178 2.3 1.0 0.4
N 0.660444 1.792750 -0.329068 -0.2 0.1 -0.5
N -1.473098 -0.707418 1.560227 0.9 -1.4 -1.2
N 1.706937 -1.431742 -0.229048 -1.7 0.4 -0.1
H 0.964230 0.534152 1.293039 -0.1 -0.5 0.2
H 1.667594 1.857050 -0.471538 -0.4 0.1 0.1
H 0.322989 2.626289 0.148544 0.2 -0.2 -0.1
H 2.111354 -1.197779 0.682526 -0.1 0.2 -0.2
H -0.938442 -0.748976 2.427752 -0.1 0.0 -0.2
H -1.071562 -1.496127 0.954091 -0.9 1.2 1.3
H -1.814491 0.595491 -0.027918 0.2 0.2 0.1
H -1.345886 1.383895 1.501779 -0.2 -0.1 -0.2
H 0.301803 -1.788198 -2.315480 0.1 0.1 0.3
H -1.104102 -0.929067 -1.670111 0.0 0.1 -0.2
H 0.200799 -0.026102 -2.472839 -0.1 0.1 0.2
```
Forces are in eV/Å.

SMILES = [H]/N=C(/C)[C@@H](N)CN
HOMO level = -9.521 eV
molar mass = 101.15 Da
ΔE to the lowest compared entry with this formula, charge and spin = 34.62 kcal per mole
frontier orbital gap = 10.420 eV

***

No. 2
This record from OMol25 describes an isolated molecule of C4H11N3. The level of theory is ωB97M-V/def2-TZVPD.

The geometry in XYZ format:
```
18
Properties=species:S:1:pos:R:3:forces:R:3
C 1.873856 0.907541 -1.161903 -2.0 -0.2 -0.9
C 1.886973 -0.260563 -0.051378 -1.0 -0.1 -1.8
C 0.550692 -0.295364 0.863282 1.5 1.8 0.6
N -0.585276 0.209206 0.118449 -0.4 1.1 -1.2
C -1.920380 -0.181587 0.144197 0.4 -1.3 0.2
N -2.341051 -0.808377 1.312025 2.7 1.5 -0.2
N -2.762242 -0.011827 -0.815096 0.9 0.1 0.3
H 1.079091 0.563757 -1.956708 1.7 0.6 1.3
H 1.404817 1.890201 -0.840285 1.0 -1.0 0.0
H 2.836047 1.106671 -1.733629 -1.1 -0.4 1.1
H 1.896276 -1.148656 -0.741623 0.0 0.4 1.1
H 2.831810 -0.264232 0.507992 -0.5 0.1 0.2
H 0.732737 0.418577 1.698125 0.2 -0.2 -0.3
H 0.381812 -1.219569 1.441750 0.0 0.0 -1.0
H -0.609800 1.229720 -0.067636 0.7 -1.3 0.1
H -1.765503 -1.522832 1.725205 -0.4 0.0 0.0
H -3.279904 -0.872568 1.190234 -3.3 -1.4 0.4
H -2.209961 0.259900 -1.633007 -0.4 0.4 0.2
```
Forces are in eV/Å.

SMILES = [H]/N=C(/N)NCCC
HOMO level = -8.818 eV
molar mass = 101.15 Da
ΔE to the lowest compared entry with this formula, charge and spin = 48.77 kcal per mole
frontier orbital gap = 9.673 eV